[1]
{"formula": "C15H17InN", "method": "wB97M-V/def2-TZVPD", "e_tot_ha": -826.45649, "orbital_gap_ev": [5.42, 5.43], "total_charge": -1, "elements": ["C", "C", "C", "C", "C", "In", "C", "C", "C", "N", "H", "H", "H", "H", "H", "H", "H", "H", "H", "H", "C", "C", "C", "C", "C", "C", "C", "H", "H", "H", "H", "H", "H", "H"], "xyz": [[-0.413092, 3.393984, 0.488146], [0.965576, 3.402951, 0.132899], [1.640863, 2.438260, 0.934769], [0.685569, 1.837806, 1.808858], [-0.594184, 2.426365, 1.527806], [-0.477145, 0.635885, -0.654054], [1.407414, 1.252300, -2.847916], [0.136511, 1.701101, -2.712596], [-0.813019, 2.506536, -3.212040], [-2.389251, 1.359616, -0.448580], [2.712224, 2.242868, 0.927973], [1.428220, 4.065700, -0.596192], [0.897683, 1.122723, 2.608405], [-1.520177, 2.232293, 2.069982], [-1.181862, 4.040876, 0.075111], [2.265156, 1.865374, -2.538638], [-3.160827, 0.719118, -0.717898], [1.648003, 0.280116, -3.297772], [-0.674558, 3.070890, -4.146633], [-1.765291, 2.625379, -2.681455], [0.284410, -1.495482, -0.794640], [0.011235, -2.441698, 0.296923], [0.664699, -2.271611, 1.539059], [0.479642, -3.190033, 2.570835], [-0.358878, -4.300867, 2.383114], [-1.035344, -4.462405, 1.165037], [-0.863489, -3.540864, 0.137078], [1.352565, -1.219504, -0.834809], [-0.085044, -1.820972, -1.775416], [1.333156, -1.413465, 1.676589], [0.991152, -3.048460, 3.526390], [-0.490049, -5.032662, 3.181877], [-1.697528, -5.318139, 1.023102], [-1.384337, -3.663977, -0.815314]], "atomic_forces_ev_per_a": [[0.6428, -0.3657, 0.6738], [-0.2049, -0.3657, 0.5208], [-0.1908, 0.1741, -0.3293], [-0.4627, 0.0346, -0.5726], [0.7364, 0.4967, -0.1553], [-2.2143, -0.1674, 1.7344], [-0.5016, 0.2196, 0.1414], [0.7466, 1.5223, -2.7154], [-0.0081, -0.7422, 1.0919], [0.2201, -0.2490, -0.3809], [-0.2236, -0.0067, -0.0150], [-0.0804, -0.2004, 0.0694], [-0.0797, 0.2118, -0.3262], [0.3353, -0.0516, -0.4042], [0.1048, -0.3212, 0.0311], [-0.4998, -0.3170, 0.2873], [0.6640, -0.1480, -0.2410], [-0.2909, 0.2805, 0.3249], [0.2678, -0.5161, 0.3520], [0.4207, -0.0931, -0.0402], [0.6571, 1.0750, -0.2480], [-0.0292, -0.1828, 0.3795], [-0.1675, -0.3552, -0.0270], [-0.1971, -0.1818, -0.2761], [-0.0328, 0.1620, -0.1688], [0.2071, 0.1164, 0.3599], [0.3788, 0.4002, 0.1632], [-0.2471, -0.5458, -0.1886], [0.1934, 0.0219, 0.2113], [-0.3137, -0.2884, -0.0627], [-0.1451, -0.0470, -0.2989], [0.0182, 0.2133, -0.1979], [0.1560, 0.2078, 0.0372], [0.1400, 0.0090, 0.2702]]}

[2]
{"formula": "C15H17N3O3", "method": "wB97M-V/def2-TZVPD", "e_tot_ha": -971.78237, "smiles": "COc1ccc(NC(=O)NCc2ccccn2)cc1OC", "orbital_gap_ev": 8.33, "e_above_lowest_kcal_mol": 69.4, "total_charge": 0, "elements": ["C", "O", "C", "C", "C", "C", "N", "C", "O", "N", "C", "C", "C", "C", "C", "C", "N", "C", "C", "O", "C", "H", "H", "H", "H", "H", "H", "H", "H", "H", "H", "H", "H", "H", "H", "H", "H", "H"], "xyz": [[-3.420995, 0.734337, -5.084373], [-3.116396, 1.672703, -4.085502], [-2.188720, 1.332094, -3.123342], [-1.539443, 0.104615, -3.096854], [-0.613714, -0.225272, -2.123958], [-0.310086, 0.693636, -1.130363], [0.604538, 0.446790, -0.105035], [1.369912, -0.674539, 0.105014], [1.347255, -1.674229, -0.581409], [2.234114, -0.524978, 1.162689], [2.895746, -1.688541, 1.702043], [2.465298, -1.967275, 3.118601], [2.777343, -3.171376, 3.744325], [2.367370, -3.365778, 5.050746], [1.662964, -2.355610, 5.690583], [1.406187, -1.193769, 4.983719], [1.796164, -1.001521, 3.734672], [-0.951340, 1.926820, -1.146494], [-1.883136, 2.268301, -2.119035], [-2.399587, 3.522352, -1.959213], [-3.346974, 4.047734, -2.860132], [-4.166266, 1.216792, -5.715989], [-2.542756, 0.485653, -5.689376], [-3.845218, -0.183329, -4.663544], [-1.754425, -0.629799, -3.855726], [-0.130752, -1.186408, -2.135618], [0.732861, 1.216704, 0.535505], [2.020508, 0.162428, 1.872926], [2.659323, -2.535650, 1.050090], [3.983848, -1.536915, 1.683442], [3.324271, -3.932775, 3.209991], [2.589254, -4.290541, 5.563450], [1.322844, -2.468770, 6.707795], [0.862352, -0.371359, 5.430653], [-0.740777, 2.668558, -0.390565], [-2.949232, 4.112160, -3.874943], [-3.562035, 5.050627, -2.490213], [-4.266630, 3.459207, -2.870651]], "atomic_forces_ev_per_a": [[-0.0447, -0.1132, -0.1301], [0.2039, 0.1687, 0.3740], [-0.1301, 0.0331, -0.1455], [-0.1417, 0.2295, -0.0381], [0.1350, -0.1437, 0.0703], [-0.2861, -0.0683, -0.3559], [0.0288, 0.2924, 0.3222], [0.2210, 0.3122, 0.1534], [-0.1664, -0.2720, -0.2568], [0.2352, 0.0124, 0.2313], [0.1272, -0.0009, -0.3181], [-0.0067, -0.1571, 0.0898], [-0.0693, 0.1279, 0.0671], [0.0064, 0.0730, -0.0703], [0.0145, 0.0017, -0.0568], [-0.1000, -0.0813, 0.3912], [0.0837, 0.1821, -0.2918], [-0.0748, -0.0872, -0.1568], [0.0968, -0.0372, 0.0917], [0.2542, -0.3345, 0.1256], [-0.3335, 0.2952, -0.2424], [0.0480, -0.0922, -0.0002], [-0.0298, -0.0144, 0.0296], [0.0338, 0.0187, -0.0214], [-0.0507, -0.0415, -0.0912], [0.0076, -0.0359, -0.0048], [0.0494, -0.1788, -0.0869], [-0.1278, -0.0593, -0.1049], [0.1067, 0.1124, 0.1213], [-0.1152, -0.1256, 0.0020], [0.0524, -0.0887, -0.0661], [0.0126, -0.0630, 0.0266], [-0.0403, 0.0144, 0.0801], [-0.0421, -0.0054, 0.1294], [0.0171, 0.1145, 0.1017], [-0.0500, 0.0063, 0.0826], [0.0008, -0.0629, -0.0418], [0.0741, 0.0682, -0.0103]]}

[3]
{"formula": "C15H17N3O3S", "method": "wB97M-V/def2-TZVPD", "e_tot_ha": -1369.50259, "orbital_gap_ev": 8.83, "e_above_lowest_kcal_mol": 352.5, "total_charge": 0, "elements": ["C", "N", "C", "N", "N", "C", "C", "C", "C", "C", "O", "H", "H", "H", "S", "C", "C", "O", "C", "H", "C", "C", "H", "H", "H", "C", "H", "H", "H", "C", "C", "O", "H", "H", "H", "H", "H", "H", "H"], "xyz": [[0.148516, 0.794767, 3.111330], [0.528011, 0.187580, 1.782681], [0.610249, 0.673991, 0.481025], [0.893133, -0.193522, -0.277619], [1.114854, -1.280463, 0.401739], [0.736152, -1.197515, 1.759573], [0.670682, -2.221094, 2.827312], [1.051345, -2.303557, 3.982955], [1.016985, -3.672991, 4.425381], [0.779411, -4.292576, 3.275526], [0.643285, -3.755506, 2.158321], [0.802065, -5.553732, 3.125379], [1.153581, -3.827767, 5.471749], [1.002677, -1.473071, 4.591605], [0.570474, 2.371756, 0.387596], [-0.694822, 2.371376, -1.001780], [-1.666449, 1.441853, -1.008729], [-2.078187, 0.772404, 0.005820], [-2.106648, 0.950640, -2.625788], [-2.550871, 1.876386, -2.899695], [-0.902237, 0.319345, -3.304091], [-1.101476, -1.293017, -2.968374], [-0.867294, -1.450372, -2.039980], [-2.052081, -1.694663, -3.289024], [0.056491, -1.768308, -3.768984], [-1.313995, 0.639671, -4.877571], [-2.266111, 0.423802, -4.957175], [-0.602138, -0.031262, -5.551035], [-1.321086, 1.665986, -4.906777], [0.305012, 1.019507, -2.946474], [0.291207, 2.245893, -2.457098], [0.934455, 3.317094, -2.799658], [0.987676, 0.974460, -3.874695], [0.885364, 0.433727, -2.100051], [-2.966935, 0.347086, -2.357793], [-1.172617, 3.213811, -1.190194], [-0.053112, 1.723606, 2.819337], [-0.725745, 0.158253, 3.763950], [1.121655, 0.884126, 3.714528]], "atomic_forces_ev_per_a": [[1.2083, -4.3383, 1.3134], [-1.4885, -2.4098, 4.0810], [-1.9469, 5.8458, 8.3856], [2.7773, -4.6408, -4.9917], [-0.8624, -6.5921, 2.5736], [1.2477, 3.4015, -5.5549], [-0.8835, 0.5139, -12.7324], [0.3540, -1.6692, 7.0931], [0.5293, 2.0970, 0.4374], [0.8876, -10.1656, 1.7281], [-0.6579, 6.4629, 0.0950], [-0.2508, 3.5675, 0.7858], [0.0180, -1.2152, 0.0702], [0.6521, 1.6209, 1.3975], [-1.4902, 1.7034, -1.6332], [7.5738, 0.1193, -1.2989], [-5.0274, -8.5141, 1.4381], [1.1263, 2.6405, -3.7223], [-0.2215, 1.0395, 5.5568], [0.1194, 1.0274, -1.4566], [-5.8716, -2.0770, -2.0025], [4.2624, 2.7162, -8.1474], [1.2915, -1.1850, 5.3289], [0.0995, 0.0362, -0.3321], [-3.7731, 0.8150, 2.4819], [6.3926, -3.3372, 2.1281], [-4.7976, -1.9053, -0.7793], [-1.5776, 1.9854, 1.0052], [1.0036, 2.5458, -0.8927], [5.1570, -6.4756, -3.1818], [0.9678, 11.1104, 2.9923], [-3.0549, -5.1978, 1.6183], [-0.5811, 0.1530, 1.3967], [-0.8634, 0.6979, -1.2155], [0.1306, -0.6732, -0.4350], [-1.5844, 4.7686, -0.4033], [-1.8279, 4.0103, -0.2568], [2.4648, 1.9508, -2.3070], [-1.5032, -0.4329, -0.5637]]}